# 1
Computed, not measured: CH2BrCl2PS in the gas phase in a non-equilibrium geometry, with ωB97M-V/def2-TZVPD.

Positions of all 8 atoms, in Å:
Cl  0.40304  -2.20402  2.50847
Br  0.49995  1.69767  -0.77070
H  -1.85903  1.46883  -0.07358
Cl  1.62553  -2.65735  -0.33564
C  -1.25551  1.51536  -0.97932
H  -1.61268  1.33300  -1.95491
S  1.72086  0.20763  0.95970
P  0.47785  -1.36111  0.64598

⟨S²⟩: 2.008
Calculated total energy (hartree): -4273.16307
Orbital gap (alpha / beta) (eV): 8.6022 / 6.9131
Highest occupied orbital energy (alpha / beta) (eV): -8.0 / -9.3
2S+1: 3


# 2
Computed, not measured: 2 unconnected molecules or ions with the total composition CH2BrF2N in a non-equilibrium geometry, with ωB97M-V/def2-TZVPD.

Positions of all 7 atoms, in Å:
H  0.52502  0.18362  -1.71773
N  -0.56282  0.38380  0.47402
F  1.70261  0.64398  0.06812
H  -0.77989  -0.10564  1.41105
F  0.84856  -1.35294  0.14998
C  0.54715  -0.03657  -0.14542
Br  -2.28063  0.28375  -0.24001

Calculated total energy (hartree): -2867.69273
Orbital gap (eV): 9.8425
Energy relative to the best compared isomer or geometry (same formula, charge and spin) (eV): 2.3391
Highest occupied orbital energy (eV): -10.3


# 3
Computed, not measured: 2 unconnected molecules or ions with the total composition CH2BrF2P in a non-equilibrium geometry, with ωB97M-V/def2-TZVPD.

Positions of all 7 atoms, in Å:
H  0.40154  1.44604  -2.35189
P  -1.62289  -0.50151  -1.18691
F  -1.63977  -2.43774  0.72175
Br  -3.05609  0.35977  0.22564
H  -0.32852  -0.70972  0.80849
F  0.21594  -2.23704  -0.23764
C  -0.79119  -1.54738  0.17830

Calculated total energy (hartree): -3154.25944
Orbital gap (alpha / beta) (eV): 8.5197 / 8.3645
Energy relative to the best compared isomer or geometry (same formula, charge and spin) (eV): 3.5318
Highest occupied orbital energy (alpha / beta) (eV): -8.9 / -10.1


# 4
Computed, not measured: a molecular structure, CH2BrFO in a non-equilibrium geometry, with ωB97M-V/def2-TZVPD.

Positions of all 6 atoms, in Å:
Br  -2.56678  -0.47569  -0.49299
F  1.00028  -1.14724  0.11855
O  -0.36627  0.28366  -0.92539
C  0.45848  0.08749  0.06712
H  0.03003  0.39252  1.05655
H  1.44426  0.85926  0.17616

Calculated total energy (hartree): -2788.28949
Orbital gap (alpha / beta) (eV): 7.3175 / 7.3223
Energy relative to the best compared isomer or geometry (same formula, charge and spin) (eV): 3.5724
Highest occupied orbital energy (alpha / beta) (eV): -11.0 / -11.0


# 5
Computed, not measured: a molecular structure, CH2BrI in a non-equilibrium geometry, with ωB97M-V/def2-TZVPD.

Positions of all 5 atoms, in Å:
I  -1.36447  -1.44459  0.54536
H  0.71764  0.55059  1.35665
C  0.12553  -0.10630  -0.14539
Br  -0.52812  1.35998  -1.19261
H  1.04942  -0.35967  -0.56401

Calculated total energy (hartree): -2910.89525
Orbital gap (eV): 9.0501
Energy relative to the best compared isomer or geometry (same formula, charge and spin) (eV): 2.4913
Highest occupied orbital energy (eV): -9.4


# 6
Computed, not measured: a gas-phase ion, CH2BrO3S (charge -1) in a non-equilibrium geometry, with ωB97M-V/def2-TZVPD.

Positions of all 8 atoms, in Å:
O  -1.35763  -0.23508  -1.35548
H  -0.47332  1.08418  0.95153
H  0.37989  1.60842  -0.41360
C  0.39122  1.03214  0.43867
S  -0.33802  -0.83047  -0.52109
O  -0.78614  -1.31222  0.77987
O  0.35231  -1.97876  -1.29362
Br  1.83169  0.63179  1.41372

Total charge: -1
Calculated total energy (hartree): -3237.22626
Orbital gap (eV): 7.7729
Energy relative to the best compared isomer or geometry (same formula, charge and spin) (eV): 1.9842
SMILES: O=S(=O)([O-])CBr
Highest occupied orbital energy (eV): -4.5


# 7
Computed, not measured: CH2BrP in the gas phase in a non-equilibrium geometry, with ωB97M-V/def2-TZVPD.

Positions of all 5 atoms, in Å:
C  0.32678  0.24934  -0.17867
Br  2.24570  0.38741  -0.06968
P  -0.51827  -1.20081  -0.06056
H  -1.85190  -0.55976  0.08315
H  -0.20231  1.12382  0.22576

Calculated total energy (hartree): -2954.60538
Orbital gap (eV): 9.0431
Energy relative to the best compared isomer or geometry (same formula, charge and spin) (eV): 0.9123
SMILES: [H]/P=C/Br
Highest occupied orbital energy (eV): -9.5


# 8
Computed, not measured: CH2Cl2 in the gas phase in a non-equilibrium geometry, with ωB97M-V/def2-TZVPD.

Positions of all 5 atoms, in Å:
Cl  1.00150  0.19971  -1.28302
C  0.10196  -0.07181  0.07946
H  0.30928  0.70560  0.78058
Cl  -1.64509  0.03546  -0.20333
H  0.23235  -0.86896  0.62631

Calculated total energy (hartree): -959.66030
Orbital gap (eV): 11.8945
Energy relative to the best compared isomer or geometry (same formula, charge and spin) (eV): 0.5488
SMILES: ClCCl
Highest occupied orbital energy (eV): -10.9


# 9
Computed, not measured: CH2Cl2 in the gas phase in a non-equilibrium geometry, with ωB97M-V/def2-TZVPD.

Positions of all 5 atoms, in Å:
Cl  -0.12263  -1.36898  -1.02089
H  0.28060  -0.39850  0.99078
C  0.09289  0.04660  0.01367
Cl  -1.27961  1.19425  0.28889
H  1.02874  0.52662  -0.27246

Calculated total energy (hartree): -959.67389
Orbital gap (eV): 11.8728
Energy relative to the best compared isomer or geometry (same formula, charge and spin) (eV): 0.1789
SMILES: ClCCl
Highest occupied orbital energy (eV): -11.0


# 10
Computed, not measured: a molecular structure, CH2Cl2FN in a non-equilibrium geometry, with ωB97M-V/def2-TZVPD.

Positions of all 7 atoms, in Å:
Cl  -1.99954  -0.34168  -0.84459
H  1.24336  -0.62890  -0.76639
N  -0.77775  -0.01425  0.39331
H  0.33569  0.96448  -0.92763
Cl  -0.56039  -1.37644  1.52340
F  1.30124  0.99930  0.74619
C  0.45740  0.39749  -0.12428

Calculated total energy (hartree): -1114.16829
Orbital gap (eV): 9.4358
Energy relative to the best compared isomer or geometry (same formula, charge and spin) (eV): 3.5330
Highest occupied orbital energy (eV): -10.1


# 11
Computed, not measured: a molecular structure, CH2Cl2FPS in a non-equilibrium geometry, with ωB97M-V/def2-TZVPD.

Positions of all 8 atoms, in Å:
C  0.30055  0.02874  0.36808
P  1.23686  -1.41814  1.07587
Cl  1.35671  -2.48664  -0.53048
S  3.74626  1.41853  -0.60761
Cl  3.51753  0.06239  0.78414
H  0.94019  0.64395  -0.33857
H  -0.67974  -0.22492  -0.21237
F  -0.00129  0.82610  1.35020

Calculated total energy (hartree): -1799.00381
Orbital gap (alpha / beta) (eV): 7.4400 / 5.6670
Energy relative to the best compared isomer or geometry (same formula, charge and spin) (eV): 3.7536
Highest occupied orbital energy (alpha / beta) (eV): -9.0 / -8.1


# 12
Computed, not measured: CH2Cl2N2 in the gas phase in a non-equilibrium geometry, with ωB97M-V/def2-TZVPD.

Positions of all 7 atoms, in Å:
N  1.04846  0.43014  0.03146
N  -0.33294  -0.88327  -0.56412
C  -0.29715  0.27990  0.33248
H  -0.44500  0.01824  1.35561
H  -1.04876  1.10749  -0.09303
Cl  1.30468  1.30426  -1.30961
Cl  -0.22930  -2.25676  0.24720

Calculated total energy (hartree): -1069.01269
Orbital gap (alpha / beta) (eV): 8.6901 / 8.7187
Energy relative to the best compared isomer or geometry (same formula, charge and spin) (eV): 4.3387
Highest occupied orbital energy (alpha / beta) (eV): -9.5 / -9.6